The following is a quantum chemistry calculation of C30H45O23Pt as an isolated structure in a non-equilibrium geometry, from OMol25.

```
99
Properties=species:S:1:pos:R:3:forces:R:3
H -2.5583 -3.3406 -2.5047 0.1191 0.0370 -0.0308
O 1.4409 -0.0412 -0.7507 1.5803 -0.1834 -1.1768
O -3.1831 -0.7104 -2.0016 -0.2285 -0.0166 0.3222
O 2.3835 2.7040 3.7699 -0.2470 -0.1720 0.1585
C -1.0510 3.4607 1.4785 -0.6601 0.3124 -0.1352
H 3.0280 -3.9892 1.6121 -0.0833 -0.0753 -0.1288
H 4.4417 -0.7166 2.0346 0.3376 0.0260 -0.0065
H 4.1230 -5.3825 1.4436 -0.2806 -0.0946 -0.3052
H 0.2523 0.1391 1.8175 0.3586 0.0397 -0.1874
C -2.2241 -4.2574 -2.0195 0.2247 -0.5784 -0.5394
C 1.0558 -2.5502 3.9810 0.1391 -1.1324 -0.1097
C 2.2438 1.2676 3.7346 0.6525 1.2708 0.8460
O -0.4874 4.7476 1.7240 0.1698 -0.0820 -0.0372
H -1.5527 3.0611 -0.6063 -0.3573 -0.0637 -0.1215
O 2.1809 -2.4547 4.3428 0.3081 0.3382 -0.1259
O 0.7927 -3.8011 -0.2471 0.2015 0.8999 -0.2834
C 4.1744 -3.9675 -0.2416 -0.3373 -0.1771 0.2229
C -0.7515 3.4519 -3.7614 -0.0482 1.7752 -0.6164
H -2.9522 3.5190 0.4740 -0.1603 0.0916 -0.3951
H -0.4502 -1.2436 0.9586 0.7735 -0.1508 -0.4108
C 3.9896 -4.3247 1.2257 0.6764 0.0640 0.0828
H 2.4383 0.2545 1.9672 0.4617 0.2128 -0.7806
H -0.0433 6.1156 -6.2333 0.0458 -0.2206 0.1088
O 3.4199 4.2517 2.5276 -0.1310 -0.1402 -0.0702
O 5.4041 -2.1666 -1.0743 -0.6096 1.4559 -0.0418
H -0.2369 2.7681 1.2583 0.0970 -0.0014 0.1714
C -3.3282 -0.6515 -0.6528 0.5096 0.3370 -0.6776
C -0.8468 5.6268 0.7734 0.2454 0.2296 0.4155
C -4.2569 0.5779 -3.7788 0.8134 0.1089 -1.0327
H -2.4261 1.0338 -2.8214 0.1616 -0.0621 0.3739
H -0.2859 -4.5597 -2.9588 -0.1852 0.2939 -0.0949
H -1.6316 -1.4191 3.0182 0.7213 0.2333 -0.2254
O -1.6752 5.0535 -0.1227 -0.5088 -0.4649 -0.5534
H -2.3769 2.0856 2.4592 0.1606 -0.1145 0.1156
C -1.5632 -4.6018 3.8803 -0.5788 -0.1002 0.0201
C 3.1091 3.1210 2.7294 0.1241 1.1819 0.0786
H 3.4423 -4.4612 -0.8813 -0.0422 -0.0961 0.1043
H 5.2875 0.6422 2.7834 -0.0763 0.1179 -0.0541
H -2.5466 -5.1086 -2.6219 -0.3217 0.1103 0.0377
H -2.6045 3.7268 3.0311 0.0380 0.2698 -0.4515
C -1.9105 3.6847 0.2080 0.6510 0.0813 0.7475
H -0.7602 -2.5479 -0.8205 0.1531 0.1583 0.1635
O -1.9465 3.8479 -3.3823 -0.5475 -0.9674 0.4792
C -1.1398 -2.0903 3.7304 -1.7449 -0.7518 -0.7050
O -3.1834 -1.5896 0.0597 0.1218 -0.0698 0.4620
O -0.0854 4.4322 -4.3431 0.5264 -0.8863 0.5460
H -3.6489 0.3049 -4.6481 -0.1753 -0.7729 0.1726
O 5.4642 -4.3518 -0.7182 -0.2114 0.2538 0.1431
H -1.1690 2.9012 3.5267 -0.0731 -0.3055 -0.0048
O -0.2965 1.1193 -1.1588 -0.0141 0.1342 -0.1510
O -0.4999 6.7548 0.7179 0.0874 0.2564 -0.0896
C -0.8572 -3.4923 3.1227 -0.4683 0.2701 1.2793
C 0.0071 -3.1817 -1.2671 -0.7225 -0.5264 -0.1867
O 0.1038 -1.6471 4.1850 -0.3877 1.5991 0.4933
H -1.1754 -3.4914 2.0783 0.7344 -0.2651 -0.1897
C -2.1154 5.2671 -3.5277 0.8996 0.4641 -0.1969
C -4.0442 1.3405 -1.4127 0.0546 0.5613 0.6461
H -5.1360 1.3436 -1.3711 -0.0089 -0.4752 -0.3572
H -1.0740 -5.5726 3.8210 0.0931 0.0818 -0.4715
H -2.7097 -4.3327 -1.0484 0.2792 0.1052 0.1633
O 0.5466 -3.6154 3.3382 0.3966 -0.2015 -0.7739
H -4.5195 1.5838 -4.1206 -0.4005 0.1332 0.7301
H -1.6633 -4.4045 4.9496 0.1392 0.2939 -0.0509
H -5.1280 -0.0612 -3.6691 -0.0582 0.0648 -0.0694
H -2.1809 5.6793 -2.5239 -0.2146 0.0903 -0.0664
H -1.1787 7.2915 -5.6694 0.0446 -0.0075 0.3631
C -1.8525 3.0176 2.6833 0.3171 -0.2048 0.3176
C -0.7088 -4.3620 -1.9711 0.1039 0.4328 0.1508
H 1.1829 1.0617 3.5936 0.0689 -0.2643 0.1059
H 2.6013 0.9471 4.7116 -0.2241 -0.5091 -0.1385
H -0.1861 6.3721 -3.6783 -0.0708 -0.1908 0.2764
O -0.3536 2.3137 -3.6177 0.7611 -1.0072 -0.0106
H 3.2888 -2.1617 -1.0589 0.3768 0.2576 -0.4747
O 3.4407 2.1018 1.9244 -0.0373 -0.8869 -0.5153
H 4.4176 -0.5278 3.7587 -0.4486 0.1784 0.1275
H -2.9862 5.4720 -4.1432 -0.1276 -0.1096 0.1543
H 4.7787 -3.8276 1.7993 -0.0719 0.1661 -0.0267
C 0.6233 -5.1397 -0.2728 -0.4838 -0.5728 -0.0896
C -3.3859 0.5983 -2.5441 -0.8009 0.6208 -0.9770
H -3.7677 2.3924 -1.3640 0.3584 -0.1397 0.1025
H 0.6220 -2.6106 -1.9604 0.2288 0.0120 0.1577
C 4.1629 -2.4404 -0.4681 -1.0043 -1.1219 0.6266
C -0.2708 -0.1687 0.9155 -1.4575 0.3528 0.1734
O -3.5580 0.6256 -0.2623 -0.2330 -0.2622 0.2677
C 0.3124 0.3411 -0.3641 -0.4967 -0.4871 0.3995
C -0.9596 6.2207 -5.6561 -0.5379 0.5694 -0.3015
O 1.1919 -5.9043 0.4285 0.1094 0.0555 0.1025
H 4.0117 -1.9866 0.5105 0.5781 0.4863 -0.0998
H -1.3026 0.1870 1.0006 0.1730 0.4311 -0.0423
C 6.1310 -3.2721 -1.1884 0.6241 -1.7885 0.2124
C -0.8098 5.6855 -4.2474 -0.0764 0.4284 -0.7090
C 3.1303 0.8613 2.5579 -0.5438 -1.1002 0.5984
H -2.5741 -4.6757 3.4703 0.0005 -0.2157 0.1269
O -0.3130 -5.4764 -1.1847 0.1727 -0.3850 0.3884
C 4.3876 0.0301 2.8238 0.0492 -0.0251 -0.2589
H -1.7988 5.7798 -6.1984 0.1889 -0.3633 0.0327
H -1.9165 -2.1591 4.4974 0.6179 -0.0494 0.5669
Pt 1.3596 1.0333 -2.6731 -1.6176 0.2977 1.5207
O 7.2269 -3.3611 -1.6253 0.2860 0.5968 -0.3070
```
Positions in Å, forces in eV/Å.

As for the largest force on an atom: 2.240 eV/A. The total charge is +1. As for the orbital gap (spin up / spin down): 6.5664 / 4.8234 eV. As for the multiplicity: 3. The LUMO energy (spin up / spin down) is -6.0 / -7.7 eV. The calculation puts the relative energy (zero: lowest compared OMol25 entry of this formula, charge and spin) at 121.6 kJ/mol.

---

The following is a quantum chemistry calculation of C18H28ErNO4P2 as an isolated structure in a non-equilibrium geometry, from OMol25.

```
54
Properties=species:S:1:pos:R:3:forces:R:3
H -1.1112 5.4873 -0.5708 -0.1816 0.0904 -0.4124
C -1.3856 -2.3038 -3.2294 -0.6960 0.8948 0.8754
C -0.1112 1.4359 6.8392 -0.5239 0.2019 -0.3927
C -0.3313 0.1524 6.3320 0.2126 -0.0752 -0.2626
C 1.0087 -2.5794 -3.3850 -0.7601 -0.4301 -0.4600
H -4.6496 1.2756 -0.6494 0.3108 -0.1219 0.2875
O -0.3774 -0.1993 2.0204 0.2446 1.3867 1.3301
H -0.4473 6.2557 -1.6786 0.1005 0.3036 -0.3137
H -2.9305 -1.3884 -0.9236 0.1822 0.2000 -0.1111
H 4.8744 -1.3569 0.3321 -0.3270 0.2672 0.0381
H 3.2516 -1.9203 -2.0156 -0.1916 -0.4849 0.3759
H 3.5587 -3.3014 0.8797 -0.3944 0.1279 0.1451
C -0.2625 -2.8577 -3.8469 1.6181 -0.3754 -0.1246
O -1.0324 5.5095 -1.5385 0.1032 -0.4767 0.7731
H -0.0026 3.2071 3.8867 0.0296 -0.2116 0.6841
C 2.5302 -2.9299 1.0120 -0.3073 0.2138 0.9680
N 0.0200 -1.1555 -1.6636 -0.0756 0.3261 0.5083
H -3.1930 -0.6163 -2.4897 0.3106 -0.0659 0.3115
H -2.3989 3.0968 -2.0176 -0.2134 -0.3069 -0.1515
H -0.3818 -3.5526 -4.6666 -0.0400 0.1160 -0.1610
C 1.1264 -1.8736 -2.1654 0.9011 0.9894 1.2587
C 4.1052 -0.5841 0.4840 -0.2272 0.2225 0.4075
P 2.4092 -1.2680 0.2608 0.8526 -1.3622 -1.4546
Er 0.3266 0.5061 -0.0491 1.3752 -1.8570 -1.7275
H -0.4333 -0.6881 7.0145 -0.0338 0.1641 -0.1760
H 1.2772 2.4516 -1.8476 0.6754 -0.7235 0.4386
H 0.1223 3.5444 6.3624 -0.1648 -0.2627 0.1048
H -1.9459 1.7961 -3.1414 -0.1862 0.0262 0.1989
H -0.1007 1.6041 7.9133 0.1439 -0.0809 -0.1924
H -0.5262 -1.0499 4.5314 0.1420 0.3453 0.1589
C -0.0777 0.8185 2.6872 -0.5640 -1.3190 -1.2200
C -0.0266 2.5377 5.9778 0.3615 0.3704 -0.5304
H -3.6502 1.9171 -2.5875 0.4469 0.0948 0.0665
H -4.0203 0.1402 0.6002 0.0443 0.2797 -0.1306
C -0.0501 2.3662 4.5946 0.0003 -0.4024 0.4133
C -0.3660 -0.0559 4.9559 -0.0567 0.3060 0.0533
C -3.8222 1.0682 0.0471 0.0699 0.1688 0.5639
C 2.3292 -1.8746 -1.4269 -0.5590 1.7602 -1.0522
H 4.3215 0.2766 -0.1683 -0.1788 -0.3414 0.1785
H 0.7755 2.6281 2.1508 -0.1080 -0.3540 0.3703
C -2.5964 2.0474 -2.2912 0.4066 0.3455 -0.0419
C -2.4578 -0.7322 -1.6745 -0.0121 0.0008 0.4348
H 2.7673 2.0982 -1.6527 -1.5352 -0.9924 0.8396
H 1.8381 -3.5999 0.4798 0.2100 0.3677 0.2892
C -0.1915 1.0572 4.0979 0.1597 -0.1120 -0.0883
H -2.4067 -2.5364 -3.5417 0.4772 0.0907 -0.0978
O 1.8476 1.8060 -1.3427 0.3970 1.9232 -1.2411
P -2.2553 0.9328 -0.8749 -1.4213 -0.3688 -1.1116
H 4.1201 -0.2362 1.5295 0.4089 -0.1157 -0.3056
H -3.7313 1.8896 0.7719 -0.2632 -0.1885 -0.2089
O 0.4422 1.7810 1.8082 0.0461 0.9891 1.0747
C -1.2031 -1.4004 -2.1977 -0.7864 -1.1108 -1.2733
H 1.9355 -2.9840 -3.8168 -0.7129 0.0624 0.1125
H 2.2486 -2.8476 2.0689 0.2898 -0.4955 -0.0193
```
Positions in Å, forces in eV/Å.

As for the largest force on an atom: 2.885 eV/A. The total charge is +2. As for the orbital gap (spin up / spin down): 4.6437 / 4.6807 eV. As for the multiplicity: 4. The LUMO energy (spin up / spin down) is -6.9 / -6.9 eV. The calculation puts the relative energy (zero: lowest compared OMol25 entry of this formula, charge and spin) at 185.9 kJ/mol.

---

The following is a quantum chemistry calculation of C20H33BeCaCl3F4IO8 as an isolated structure in a non-equilibrium geometry, from OMol25.

```
71
Properties=species:S:1:pos:R:3:forces:R:3
H -4.2246 -2.3876 -2.6678 0.1262 -0.0448 0.0978
H -9.1731 -5.9424 -4.5562 0.0377 -0.1224 -0.0408
H 2.3807 -3.3406 2.6275 0.4775 0.3609 -0.2163
C 4.0834 4.8198 2.3518 1.6657 -0.0405 -0.9182
H 1.5653 3.9360 2.3476 0.1310 -0.4018 -0.4272
H 4.6668 0.2590 0.6782 -0.9590 0.8488 -0.2898
C -5.2358 -4.2241 -2.1972 0.1306 -0.1250 0.1063
H -7.2694 -0.3148 -2.1743 0.0625 -0.0431 -0.1430
H -1.8512 -0.2217 1.5380 0.0236 -0.0245 -0.0507
H -9.2278 -5.2629 -1.9505 0.0058 -0.1619 0.1627
H -7.5711 -3.4712 -1.1472 -0.0382 -0.0096 -0.2315
C -8.1594 -5.2780 -2.1997 -0.0994 0.4008 -0.1701
Ca 6.4582 1.6915 1.2336 3.4290 -4.2756 0.2481
C 2.8747 -2.3665 2.4713 -0.3111 0.9368 0.5183
O 0.5501 2.0006 0.7123 -1.0650 -0.1524 -0.5126
H -7.7275 -4.9094 -0.1547 0.0574 -0.0565 -0.0338
F 3.4685 6.4116 -0.4285 0.3752 -0.5116 0.4292
C 3.5545 3.5595 1.6903 0.1300 -0.3331 0.3580
H -4.2481 -4.6890 -2.1457 -0.0101 0.0383 0.0999
H 3.6415 -2.3951 1.6793 -0.3957 -0.2845 0.2503
H 4.2010 4.6577 3.4452 -0.7877 0.3281 -0.3412
C 2.0111 -0.5745 0.7776 0.3331 0.6112 -0.1551
C 1.6748 2.0411 1.0848 0.8999 -0.0958 1.0382
H -5.4914 -0.1218 -2.1117 -0.0456 0.0915 0.0794
H 2.7256 -1.1901 0.1952 -0.5074 0.2778 0.1597
H -5.6554 -4.4753 -3.1725 -0.1048 0.2123 -0.0163
O 5.4812 3.0432 0.3749 -2.8902 1.2548 -0.0894
C 1.3985 6.0099 0.4405 0.0709 -0.2772 -0.3661
H -2.9879 -0.2176 0.1121 0.4914 -0.4389 0.3683
O -7.9991 -4.6367 -3.4568 0.2679 -0.1413 -0.0411
C -6.3410 -0.7744 -1.8324 -0.9192 -0.5174 -0.1797
F 2.6319 5.6342 4.6875 0.1780 -0.4520 -0.4421
C -5.0529 -2.7262 -2.0318 -0.2527 -0.1475 -0.2302
F 0.8891 5.7514 -0.7490 -0.3159 0.5143 0.1612
C 2.6038 0.8134 0.9070 -0.2827 0.3872 0.4177
H -4.8192 -2.5003 -0.9856 0.0190 0.0228 -0.0028
C 2.6958 6.1804 0.6581 -0.4339 -0.1780 1.2220
F 0.5007 6.0446 1.4005 -0.1934 -0.3966 -0.3076
O 9.8517 2.8888 2.8870 0.1482 -0.0599 -0.0916
Cl -1.0073 -1.4965 -0.2586 -0.2064 -0.0955 -0.2014
O -5.9830 -4.8212 -1.1454 -0.0516 0.1281 -0.1006
I 1.5822 0.0669 3.8215 -0.1089 0.0544 -0.3212
C 3.9096 1.0954 0.8446 2.3647 1.5520 0.1017
H 7.3398 -0.9914 -1.8746 0.3629 0.1412 0.0001
C -8.1593 -5.5282 -4.5402 -0.0770 0.2015 0.0385
H 1.0599 -0.4781 0.2197 0.5788 -0.0333 0.3616
C 1.7749 -1.2879 2.1434 0.0782 -1.0041 -0.4950
H 3.3703 -2.0673 3.4135 -0.0913 -0.4667 -0.4789
O -6.2206 -2.0316 -2.4443 0.1594 0.1813 0.0656
C -2.2936 -0.8434 0.7640 0.2278 -0.1529 0.4698
C 4.3891 2.6207 0.9538 -2.7027 0.5353 -1.1714
O 8.1450 0.7853 -2.1267 0.0029 -0.1900 0.7794
C 3.2211 6.0725 2.0756 0.2541 0.8451 -0.5260
H 10.1046 2.3588 3.6783 0.1020 0.0878 -0.0119
H 2.4052 6.0408 2.8385 0.4907 0.1991 -0.2019
Be 6.8639 1.3700 -4.5813 -0.0260 -0.0954 -0.1823
O 6.7890 -1.2670 -1.1241 -0.3420 0.8601 0.5973
H 0.8075 -1.8141 2.0553 0.3946 0.5102 0.2143
H -7.8166 -6.3181 -2.2505 0.0072 0.0101 0.0351
Cl -4.2038 0.7814 -0.6413 -0.1406 0.7414 -0.3406
H -6.3885 -0.8784 -0.7461 0.2432 0.1006 0.0028
H -7.4236 -6.3379 -4.4890 -0.0714 -0.1016 0.0041
H 7.9359 1.3209 -2.9137 -0.3563 0.1835 0.3856
H 10.2077 2.4866 2.0591 0.2232 0.1013 0.1005
Cl -3.2276 -2.1247 1.5215 -0.0105 0.1132 -0.0646
C -7.3795 -4.5461 -1.1250 0.0140 -0.2016 0.1723
C 2.2323 3.2692 1.7758 0.0507 -0.5205 -0.0076
H 10.1410 3.8278 2.9787 -0.0001 -0.0224 0.0134
H 3.8301 6.9750 2.2766 -0.2580 -0.5245 0.2311
H -7.9948 -4.9713 -5.4621 -0.0300 0.0455 0.0746
H 5.1153 5.0095 1.9646 -0.5303 -0.1769 0.0354
```
Positions in Å, forces in eV/Å.

As for the largest force on an atom: 5.486 eV/A. The total charge is +1. As for the orbital gap: 1.2712 eV. The LUMO energy is -7.6 eV.